14
Properties=species:S:1:pos:R:3:nbo_charge:R:1 method="wB97M-V/def2-TZVPD" de_lowest_kcal_mol=14.6 orbital_gap_ev=9.73 charge=0 molar_mass_g_mol=109.169 e_lumo_ev=0.992 spin_multiplicity=1
C -0.0403 -0.3178 0.3851 -0.064
C 0.7305 1.0337 0.8199 -0.543
C -1.4931 -0.1156 -0.2342 0.049
H 0.1270 -1.7481 -1.0275 0.397
H 1.6646 -1.2990 -0.2173 0.389
H -0.2862 -0.8392 1.3049 0.168
H 1.6132 0.6843 1.3910 0.210
H 0.0963 1.6565 1.4467 0.227
H 1.0359 0.6623 -1.4627 0.172
H -2.0266 0.3830 0.5844 0.157
H -1.4911 0.5274 -1.1111 0.167
N 0.7025 -1.1038 -0.5528 -0.871
F -1.9827 -1.3016 -0.6271 -0.355
S 1.3501 1.7781 -0.6994 -0.104

66
Properties=species:S:1:pos:R:3:nbo_charge:R:1 method="wB97M-V/def2-TZVPD" de_lowest_kcal_mol=49.5 orbital_gap_ev="8.52 / 10.23" charge=+1 molar_mass_g_mol=437.498 e_lumo_ev="-3.246 / -2.234" spin_multiplicity=4
Cr 0.7048 -0.6701 0.3756 1.436
C 2.4168 -1.5191 -3.3043 -0.740
C 1.8329 -1.1895 -1.9289 0.808
O 1.0116 -0.3696 -1.7518 -0.694
O 2.1063 -1.7925 -0.8947 -0.713
H 3.1993 -2.2645 -3.4462 0.247
H 2.8504 -0.6991 -3.8767 0.246
H 1.6148 -1.7889 -3.9913 0.240
C 0.9430 -1.5805 4.2696 -0.720
C 0.9384 -1.3524 2.7937 0.787
O 1.5897 -1.9839 1.9183 -0.662
O 0.2210 -0.4145 2.4180 -0.688
H -0.1047 -1.5351 4.5668 0.241
H 1.5879 -0.8938 4.8181 0.253
H 1.3626 -2.5678 4.4625 0.240
C 1.0758 2.9503 2.0949 -0.623
C 1.7261 2.3418 0.7926 -0.059
C 3.0456 3.1007 0.4795 -0.090
O 3.8653 2.3740 -0.3826 -0.560
C 4.7558 3.1411 -1.1475 -0.245
N 2.0353 0.9432 0.8168 -0.795
H 0.1173 2.4453 2.2149 0.221
H 0.8111 4.0063 2.0396 0.233
H 1.6666 2.8224 3.0018 0.215
H 0.9591 2.5006 0.0346 0.193
H 3.5027 3.4436 1.4077 0.177
H 2.8742 4.0967 0.0710 0.192
H 4.3245 3.7422 -1.9479 0.183
H 5.4228 2.4145 -1.6116 0.206
H 5.3373 3.7615 -0.4655 0.179
H 2.8191 1.0020 0.1826 0.429
H 2.6644 0.8837 1.6048 0.392
C -1.8919 0.8069 -2.1602 -0.631
C -1.4309 1.5890 -0.9431 -0.063
C -2.5675 2.4583 -0.3364 -0.072
O -2.1462 2.9518 0.8797 -0.560
C -3.0246 3.7900 1.5265 -0.249
N -0.9595 0.6996 0.0889 -0.811
H -0.9877 0.5673 -2.7199 0.250
H -2.6204 1.2611 -2.8317 0.227
H -2.3918 -0.1048 -1.8332 0.209
H -0.6037 2.2177 -1.2723 0.207
H -3.4526 1.8340 -0.2142 0.166
H -2.8520 3.2621 -1.0155 0.192
H -3.1136 4.6732 0.8940 0.175
H -2.7752 4.0028 2.5661 0.213
H -4.0601 3.4646 1.4265 0.175
H -1.7474 0.1994 0.4751 0.376
H -1.0784 1.4439 0.7612 0.430
C 0.1610 -4.5113 -0.2803 -0.620
C -0.7133 -3.4267 -0.7670 -0.069
C -2.1605 -3.8612 -1.2325 -0.059
O -2.9942 -2.7712 -1.2715 -0.571
C -4.4110 -2.9990 -1.0145 -0.255
N -0.6875 -2.3167 0.1415 -0.785
H 1.2322 -4.3163 -0.2278 0.260
H -0.0292 -5.3367 -0.9664 0.223
H -0.1791 -4.9136 0.6739 0.200
H -0.2081 -3.1070 -1.6785 0.201
H -2.5901 -4.5986 -0.5544 0.161
H -2.1726 -4.3815 -2.1903 0.192
H -4.8235 -3.9852 -1.2279 0.196
H -4.9540 -2.1992 -1.5181 0.208
H -4.4936 -2.9532 0.0714 0.174
H -0.9094 -2.8032 0.9984 0.386
H -1.6414 -1.9848 0.1380 0.394

24
Properties=species:S:1:pos:R:3:nbo_charge:R:1 method="wB97M-V/def2-TZVPD" de_lowest_kcal_mol=67.9 orbital_gap_ev=9.66 charge=0 molar_mass_g_mol=146.190 e_lumo_ev=0.508 spin_multiplicity=1
C 0.4420 -1.0493 2.2530 -0.389
C -2.5364 0.9556 1.2176 -0.723
C -1.8217 0.0622 2.1179 0.670
O -2.1730 -0.2770 3.2001 -0.597
N -0.5736 -0.3033 1.5795 -0.645
H -0.4345 0.0545 0.6725 0.396
H 1.3595 -0.6446 2.2656 0.183
H -1.8545 1.5646 0.5866 0.210
H 0.3032 -1.3788 3.3480 0.242
H 0.5647 -2.0573 1.4492 0.162
H -3.2734 0.4784 0.5662 0.245
H -3.1412 1.7343 1.7290 0.243
C 2.0934 -1.4241 -2.1938 -0.734
C 0.1245 1.6160 -1.2917 -0.452
C 1.0118 -0.5271 -1.9963 0.636
O -0.0768 -0.8652 -2.4897 -0.609
N 1.1554 0.5836 -1.1595 -0.647
H 2.8624 -1.0953 -3.0166 0.246
H 1.6131 -2.4246 -2.5140 0.267
H 2.1830 0.8877 -0.9752 0.404
H -0.9460 1.1700 -1.7338 0.257
H 2.8782 -1.6552 -1.3810 0.237
H -0.2170 2.1236 -0.3826 0.197
H 0.4572 2.4711 -1.8511 0.201

27
Properties=species:S:1:pos:R:3:nbo_charge:R:1 method="wB97M-V/def2-TZVPD" orbital_gap_ev=7.32 charge=+1 molar_mass_g_mol=255.232 e_lumo_ev=-5.194 spin_multiplicity=1
C 0.1019 1.8199 0.7377 -0.657
C 0.7378 1.0001 -0.5310 -0.465
C 0.1769 -0.5284 -0.7257 0.123
F 0.4407 -1.3700 0.5005 -0.346
S 1.2109 -1.2797 -2.1444 0.493
C 1.3754 -0.0712 -3.5742 0.532
F 1.9653 -0.7666 -4.7791 -0.287
F 2.2612 1.0885 -3.3086 -0.294
C -0.1593 0.3523 -4.0324 0.495
F -0.0943 1.3152 -5.1693 -0.293
F -0.7942 -0.8921 -4.5948 -0.326
H -1.0864 1.7564 0.7889 0.241
H 0.3316 2.9788 0.5717 0.246
H 0.6029 1.5593 1.7848 0.299
H 1.9211 0.9442 -0.5308 0.244
H 0.4573 1.5963 -1.5230 0.227
H -0.9783 -0.6057 -0.9172 0.273
H 2.5310 -1.5409 -1.6561 0.279
H -0.8194 0.7300 -3.1295 0.209
C -1.0354 -0.5830 3.8614 0.772
O -0.4750 0.4269 3.4656 -0.697
N -0.8864 -1.7791 3.2640 -0.843
N -1.8521 -0.5903 4.9303 -0.833
H -1.3393 -2.6218 3.5753 0.395
H -0.2797 -1.8175 2.4554 0.402
H -1.9918 0.2900 5.4092 0.416
H -2.3224 -1.4116 5.2712 0.394

21
Properties=species:S:1:pos:R:3:nbo_charge:R:1 method="wB97M-V/def2-TZVPD" de_lowest_kcal_mol=126.0 orbital_gap_ev=8.10 charge=0 molar_mass_g_mol=130.339 e_lumo_ev=0.101 spin_multiplicity=1
C 2.8514 1.2765 -0.3377 -1.104
C 0.8318 -2.5781 -0.4455 -1.103
C -3.3746 0.8135 -0.1552 -0.592
C -2.2883 0.1241 0.6909 -0.379
C -1.0391 -0.0278 -0.1989 -0.945
Si 4.2600 0.4047 0.1836 0.934
Si 0.4245 -1.0367 0.3542 1.243
H 2.5479 2.3576 -0.4510 0.236
H 2.1200 0.5634 -0.8480 0.225
H 0.2051 -2.8581 -1.1658 0.199
H 1.1256 -3.3480 0.2063 0.220
H -4.4847 0.7535 0.3121 0.203
H -3.2197 1.7877 -0.1461 0.199
H -3.4749 0.3658 -1.1421 0.208
H -1.9664 0.6184 1.6296 0.200
H -2.5516 -0.8264 0.9700 0.193
H -0.9438 1.0745 -0.4673 0.242
H -1.4834 -0.3047 -1.1863 0.246
H 3.8197 -1.0266 0.1148 -0.155
H 5.5684 0.5597 0.9699 -0.127
H 1.3132 -0.3106 1.4850 -0.143

no.,maximum force (eV/A),E (eV)
1,3.60,-18282.765
2,9.53,-64443.130
3,6.17,-13522.681
4,5.27,-35854.997
5,5.91,-21161.175